(1)
ORCA calculation (wB97M-V/def2-TZVPD) on C19H17MnN4PSSe2 as an isolated structure.

Computed properties:
HOMO-LUMO gap (alpha / beta)	5.59 / 6.14	eV
<S²>	6.188
total charge	+1
LUMO (alpha / beta)	-5.043 / -4.540	eV
electronic energy	-7646.5147	Ha
2S+1	5

Each line ends with the Mulliken spin population.
CARTESIAN COORDINATES (ANGSTROEM)
Mn1 -0.405 -0.257 -0.267  4.326
N1 3.660 -0.089 1.131  -0.005
C1 2.411 -0.390 0.787  0.008
S1 1.494 0.911 0.008  -0.129
N2 1.958 -1.589 1.058  -0.014
N3 0.686 -1.746 0.654  -0.070
C2 0.085 -2.863 0.841  0.033
C3 -1.290 -2.961 0.366  0.011
C4 -2.041 -4.113 0.498  0.001
C5 -3.341 -4.125 0.010  0.006
C6 -3.847 -2.988 -0.595  0.006
C7 -3.037 -1.870 -0.693  0.024
N4 -1.788 -1.850 -0.225  0.000
H1 4.044 0.822 0.953  0.002
H2 4.227 -0.786 1.588  0.001
H3 0.583 -3.694 1.327  0.003
H4 -1.613 -4.984 0.975  -0.001
H5 -3.947 -5.015 0.102  0.000
H6 -4.852 -2.955 -0.987  0.000
H7 -3.391 -0.956 -1.153  -0.012
Se1 -1.751 1.257 -1.398  -0.236
P1 -1.063 3.450 -1.692  0.023
Se2 0.345 4.163 -0.340  0.013
C8 -0.548 3.468 -3.435  0.002
C9 0.519 4.284 -3.792  0.001
C10 0.888 4.397 -5.125  0.000
C11 0.196 3.696 -6.101  0.001
C12 -0.868 2.878 -5.745  -0.002
C13 -1.241 2.762 -4.417  0.000
C14 -2.673 4.284 -1.630  0.009
C15 -3.801 3.758 -2.257  -0.006
C16 -4.989 4.470 -2.255  -0.003
C17 -5.055 5.710 -1.633  0.000
C18 -3.934 6.234 -1.009  -0.001
C19 -2.742 5.523 -1.004  0.001
H8 1.062 4.824 -3.027  0.001
H9 1.719 5.034 -5.398  0.000
H10 0.486 3.784 -7.139  0.000
H11 -1.407 2.326 -6.504  0.000
H12 -2.065 2.113 -4.154  0.008
H13 -3.765 2.794 -2.747  -0.001
H14 -5.863 4.057 -2.741  0.000
H15 -5.984 6.264 -1.633  0.000
H16 -3.983 7.198 -0.520  0.000
H17 -1.868 5.925 -0.508  0.000



(2)
ORCA calculation (wB97M-V/def2-TZVPD) on a 5-piece molecular cluster, C18H44FN4O5 overall.

Computed properties:
HOMO-LUMO gap	8.40	eV
total charge	+1
LUMO	-2.797	eV
electronic energy	-1406.9251	Ha
2S+1	1

Each line ends with the Löwdin charge.
CARTESIAN COORDINATES (ANGSTROEM)
N1 3.711 -0.766 -0.610  0.256
C1 4.949 -1.108 -0.319  -0.317
N2 6.075 -0.724 -0.957  0.235
C2 7.073 -1.319 -0.335  -0.396
O1 8.346 -1.263 -0.629  0.194
N3 6.667 -2.086 0.692  0.237
N4 5.306 -1.926 0.680  -0.020
F1 4.548 -2.555 1.567  0.156
H1 3.568 -0.065 -1.320  0.140
H2 2.915 -1.220 -0.172  0.125
H3 8.525 -0.498 -1.200  0.162
H4 7.174 -2.649 1.359  0.205
C3 -0.634 -3.667 2.495  -0.063
C4 -0.271 -2.831 1.283  -0.263
O2 1.089 -2.965 0.873  -0.186
C5 1.496 -4.275 0.501  -0.284
C6 0.715 -4.856 -0.661  -0.076
H5 0.019 -3.431 3.336  0.084
H6 -1.663 -3.457 2.786  0.085
H7 -0.563 -4.737 2.295  0.072
H8 -0.386 -1.772 1.511  0.102
H9 -0.941 -3.052 0.446  0.095
H10 1.466 -4.950 1.362  0.112
H11 2.547 -4.169 0.217  0.101
H12 -0.336 -4.994 -0.406  0.070
H13 1.118 -5.827 -0.951  0.085
H14 0.763 -4.186 -1.522  0.080
C7 -2.077 -5.054 -3.526  -0.081
C8 -3.446 -4.407 -3.424  -0.268
O3 -3.612 -3.641 -2.238  -0.153
C9 -2.649 -2.631 -2.008  -0.295
C10 -2.549 -1.571 -3.089  -0.065
H15 -1.888 -5.653 -2.632  0.076
H16 -2.006 -5.698 -4.403  0.080
H17 -1.292 -4.300 -3.602  0.061
H18 -4.226 -5.166 -3.375  0.120
H19 -3.645 -3.800 -4.315  0.112
H20 -1.661 -3.080 -1.837  0.085
H21 -2.952 -2.168 -1.066  0.111
H22 -2.221 -1.980 -4.046  0.070
H23 -1.820 -0.817 -2.783  0.068
H24 -3.512 -1.084 -3.244  0.086
C11 1.469 2.084 0.350  -0.074
C12 0.549 1.994 -0.857  -0.276
O4 -0.286 0.849 -0.867  -0.170
C13 -1.173 0.727 0.238  -0.284
C14 -2.126 1.895 0.399  -0.063
H25 2.085 1.184 0.434  0.049
H26 2.126 2.949 0.249  0.081
H27 0.915 2.200 1.281  0.072
H28 1.138 1.915 -1.772  0.114
H29 -0.046 2.909 -0.940  0.113
H30 -0.607 0.566 1.164  0.101
H31 -1.736 -0.187 0.044  0.103
H32 -1.604 2.827 0.625  0.060
H33 -2.816 1.701 1.221  0.085
H34 -2.706 2.044 -0.512  0.088
C15 -2.384 7.678 0.618  -0.078
C16 -2.657 6.284 1.155  -0.281
O5 -1.510 5.626 1.673  -0.179
C17 -0.862 6.270 2.757  -0.284
C18 -1.739 6.459 3.983  -0.078
H35 -1.607 7.649 -0.148  0.081
H36 -3.293 8.085 0.174  0.079
H37 -2.065 8.366 1.401  0.068
H38 -3.004 5.639 0.348  0.115
H39 -3.454 6.314 1.905  0.109
H40 -0.441 7.230 2.439  0.108
H41 -0.022 5.619 3.002  0.114
H42 -2.574 7.132 3.791  0.068
H43 -1.149 6.889 4.794  0.078
H44 -2.142 5.502 4.318  0.081



(3)
ORCA calculation (wB97M-V/def2-TZVPD) on C6H16BrHfO6S2 as an isolated structure.

Computed properties:
HOMO-LUMO gap	2.01	eV
total charge	+3
LUMO	-16.515	eV
electronic energy	-4106.6149	Ha
2S+1	1

Each line ends with the natural charge from an NBO analysis.
CARTESIAN COORDINATES (ANGSTROEM)
Hf1 -7.728 0.794 -32.849  2.370
Br1 -9.998 1.374 -31.530  -0.213
O1 -7.722 -0.942 -31.451  -1.110
S1 -7.731 -2.085 -30.448  2.378
O2 -6.985 -3.224 -30.801  -0.791
O3 -7.259 -1.466 -29.104  -0.705
C1 -6.322 -2.216 -28.256  -0.087
C2 -6.141 -1.495 -26.935  -0.656
C3 -9.437 -2.496 -30.045  -0.807
H1 -5.365 -2.331 -28.760  0.226
H2 -6.705 -3.217 -28.050  0.218
H3 -5.394 -0.705 -27.084  0.233
H4 -5.544 -2.036 -26.200  0.286
H5 -7.068 -1.086 -26.545  0.231
H6 -9.912 -1.552 -29.793  0.256
H7 -9.255 -3.106 -29.159  0.300
H8 -9.804 -3.063 -30.897  0.291
O4 -9.860 4.736 -28.090  -0.806
S2 -10.614 3.948 -27.161  2.343
O5 -10.550 4.122 -25.763  -0.754
O6 -12.190 4.033 -27.486  -0.591
C4 -12.642 3.750 -28.839  -0.072
C5 -13.574 4.900 -29.143  -0.640
C6 -10.305 2.221 -27.680  -0.831
H9 -13.055 2.739 -28.875  0.212
H10 -11.789 3.712 -29.521  0.171
H11 -14.516 4.879 -28.598  0.259
H12 -13.834 4.997 -30.204  0.261
H13 -13.146 5.868 -28.875  0.254
H14 -11.007 1.667 -27.065  0.287
H15 -9.237 2.163 -27.440  0.268
H16 -10.229 2.179 -28.766  0.222



(4)
ORCA calculation (wB97M-V/def2-TZVPD) on a 2-piece molecular cluster, C6H18N2 overall.

Computed properties:
HOMO-LUMO gap	9.86	eV
LUMO	0.890	eV
electronic energy	-348.8786	Ha
2S+1	1
structure (SMILES)	CCCN.CCCN

Each line ends with the natural charge from an NBO analysis.
CARTESIAN COORDINATES (ANGSTROEM)
C1 0.136 2.588 4.102  -0.613
C2 1.161 3.596 4.637  -0.410
C3 2.456 2.900 5.039  -0.215
N1 3.147 2.525 3.804  -0.856
H1 -0.839 3.101 4.052  0.205
H2 0.066 1.768 4.836  0.205
H3 0.357 2.155 3.112  0.203
H4 1.341 4.434 3.936  0.207
H5 0.763 4.024 5.577  0.203
H6 3.089 3.661 5.534  0.177
H7 2.400 2.020 5.709  0.182
H8 2.593 2.641 2.948  0.354
H9 3.476 1.554 3.800  0.357
C4 -3.833 1.845 0.935  -0.617
C5 -3.916 2.667 2.301  -0.406
C6 -4.959 3.761 2.208  -0.220
N2 -4.898 4.586 3.429  -0.814
H10 -3.452 0.816 1.048  0.212
H11 -3.209 2.372 0.195  0.205
H12 -4.867 1.797 0.554  0.202
H13 -4.288 1.994 3.097  0.189
H14 -2.929 3.053 2.621  0.192
H15 -4.743 4.325 1.280  0.180
H16 -5.974 3.330 2.110  0.188
H17 -3.896 4.693 3.623  0.343
H18 -5.267 3.977 4.167  0.345



(5)
ORCA calculation (wB97M-V/def2-TZVPD) on C21H15N4O5Ti as an isolated structure.

Computed properties:
HOMO-LUMO gap (alpha / beta)	5.75 / 7.17	eV
<S²>	2.024
total charge	-1
LUMO (alpha / beta)	2.039 / 1.615	eV
electronic energy	-2254.1472	Ha
2S+1	3

Each line ends with the Mulliken spin population.
CARTESIAN COORDINATES (ANGSTROEM)
Ti1 11.760 7.840 12.432  0.889
C1 13.578 6.849 16.371  -0.025
C2 13.306 7.329 14.972  0.180
N1 12.175 7.069 14.298  0.207
N2 11.172 6.408 14.915  -0.097
C3 10.216 6.201 14.006  0.087
O1 10.341 6.668 12.766  0.017
C4 9.004 5.468 14.336  -0.002
C5 8.700 5.103 15.666  0.032
C6 7.513 4.497 15.921  -0.018
C7 6.647 4.186 14.875  0.034
C8 6.947 4.501 13.559  -0.017
C9 8.142 5.133 13.317  0.032
C10 14.282 7.971 14.164  0.195
C11 15.571 8.262 14.613  0.014
C12 16.434 8.940 13.748  0.066
C13 15.996 9.284 12.472  0.116
C14 14.709 8.995 12.083  0.009
N3 13.826 8.362 12.876  0.118
H1 12.600 6.683 16.825  0.005
H2 14.077 7.672 16.945  0.006
H3 14.140 5.904 16.391  0.015
H4 9.427 5.299 16.441  0.002
H5 7.243 4.246 16.941  -0.001
H6 5.720 3.670 15.072  0.003
H7 6.256 4.256 12.758  -0.001
H8 8.487 5.383 12.319  0.008
H9 15.889 7.948 15.616  0.016
H10 17.440 9.218 14.083  0.006
H11 16.666 9.766 11.751  0.009
H12 14.337 9.258 11.101  0.008
O2 11.932 7.729 5.313  0.002
C15 11.257 8.499 6.049  0.002
O3 10.464 9.394 5.726  0.002
C16 11.381 8.269 7.547  0.022
C17 12.112 7.165 8.093  -0.003
C18 12.303 7.008 9.444  0.037
N4 11.693 7.811 10.349  -0.034
C19 10.947 8.891 9.882  0.046
C20 10.822 9.135 8.510  -0.009
C21 10.403 9.742 10.965  0.004
O4 9.687 10.711 10.781  0.000
O5 10.807 9.351 12.199  0.024
H13 12.560 6.444 7.395  0.000
H14 12.955 6.200 9.821  -0.006
H15 10.313 10.049 8.205  -0.001



(6)
ORCA calculation (wB97M-V/def2-TZVPD) on one molecule with the formula C8H8O.

Computed properties:
HOMO-LUMO gap	10.56	eV
LUMO	0.788	eV
electronic energy	-384.6497	Ha
2S+1	1
structure (SMILES)	C#CC(O)(C#C)/C=C/C

Each line ends with the natural charge from an NBO analysis.
CARTESIAN COORDINATES (ANGSTROEM)
C1 0.630 3.005 1.441  -0.187
C2 0.090 1.964 1.202  0.004
C3 -0.463 0.620 0.877  0.131
O1 -0.202 -0.214 1.910  -0.661
C4 -1.936 0.728 0.564  -0.036
C5 -3.132 0.498 0.535  -0.214
C6 0.388 0.089 -0.487  -0.159
C7 0.753 -1.147 -0.611  -0.214
C8 1.447 -1.652 -1.804  -0.641
H1 0.955 3.832 1.793  0.201
H2 -0.506 -1.145 1.642  0.477
H3 -4.022 -0.052 0.540  0.234
H4 0.495 0.849 -1.299  0.210
H5 0.520 -1.826 0.152  0.184
H6 2.391 -2.224 -1.605  0.226
H7 0.947 -2.545 -2.252  0.225
H8 1.647 -0.778 -2.597  0.220